one) 2 unconnected molecules or ions with the total composition C5H14N2, computed with wB97M-V/def2-TZVPD.

Calculated values
multiplicity = 1
charge = 0

Each line ends with the Löwdin charge.
Positions of all 21 atoms, in Å:
C  -2.170  1.262  0.069  -0.16
N  -2.314  -0.177  -0.120  -0.19
C  -2.709  -0.511  -1.499  -0.15
H  -1.214  1.552  -0.391  0.07
H  -2.944  1.864  -0.437  0.07
H  -2.161  1.560  1.131  0.08
H  -3.060  -0.523  0.477  0.09
H  -3.382  0.217  -1.948  0.07
H  -3.124  -1.509  -1.592  0.07
H  -1.786  -0.509  -2.077  0.07
C  1.757  -1.931  0.560  -0.11
C  1.296  -0.482  0.368  -0.33
C  2.541  1.532  0.614  -0.07
N  2.476  0.360  0.082  -0.05
H  0.832  -2.531  0.567  0.07
H  2.436  -2.142  -0.285  0.07
H  2.291  -2.008  1.531  0.08
H  0.740  -0.123  1.252  0.10
H  0.652  -0.353  -0.521  0.10
H  1.764  1.991  1.250  0.07
H  3.530  2.004  0.640  0.06



two) C5H14N2 in the gas phase, computed with wB97M-V/def2-TZVPD.

Calculated values
multiplicity = 1
charge = 0

Each line ends with the Löwdin charge.
Positions of all 21 atoms, in Å:
C  -2.451  -0.243  -1.953  -0.12
C  -1.801  0.621  -0.883  -0.27
C  -0.374  1.075  -1.256  -0.21
C  0.678  0.139  -0.705  -0.27
N  0.732  0.173  0.755  -0.08
C  1.586  -0.884  1.291  -0.34
N  1.696  -0.862  2.739  0.00
H  -3.465  -0.560  -1.686  0.07
H  -1.887  -1.161  -2.117  0.07
H  -2.559  0.260  -2.915  0.07
H  -1.724  0.034  0.036  0.09
H  -2.462  1.431  -0.590  0.10
H  -0.295  1.026  -2.342  0.10
H  -0.212  2.106  -0.949  0.10
H  1.655  0.398  -1.139  0.11
H  0.449  -0.898  -0.981  0.12
H  1.110  1.063  1.064  0.11
H  1.162  -1.848  1.013  0.11
H  2.588  -0.841  0.851  0.11
H  0.920  -1.366  3.147  0.06
H  1.639  0.083  3.103  0.06



three) C5H14N2 in the gas phase, computed with wB97M-V/def2-TZVPD.

Calculated values
multiplicity = 1
charge = 0

Each line ends with the Löwdin charge.
Positions of all 21 atoms, in Å:
C  -2.918  0.638  -0.746  -0.11
C  -1.933  0.975  0.462  -0.23
C  -0.498  1.549  0.137  -0.22
C  0.411  0.491  -0.501  -0.23
N  1.003  -0.230  0.662  -0.09
C  2.250  -1.039  0.443  -0.33
N  1.945  -2.213  -0.247  -0.02
H  -2.807  -0.493  -0.886  0.08
H  -3.912  0.906  -0.513  0.04
H  -2.593  1.012  -1.721  0.06
H  -2.265  1.803  1.103  0.10
H  -1.804  -0.109  0.842  0.11
H  -0.138  1.973  0.956  0.05
H  -0.692  2.395  -0.528  0.11
H  -0.234  -0.230  -1.127  0.12
H  1.186  1.073  -1.064  0.12
H  0.227  -0.632  1.240  0.11
H  2.827  -1.209  1.323  0.09
H  2.916  -0.479  -0.262  0.12
H  1.128  -2.584  0.190  0.05
H  1.660  -2.013  -1.223  0.08



Which of them is least stable? Easy: three).